The following is a quantum chemistry calculation of 2 unconnected molecules or ions with the total composition C4H8NO3 at a distorted geometry, from the OMol25 dataset.

XYZ file:
```
16
Properties=species:S:1:pos:R:3:forces:R:3:lowdin_charge:R:1
O -0.146877 -2.731098 -1.824114 0.0 0.0 0.0 0.039
O 2.307210 1.014731 2.860118 0.1 0.1 -0.1 -0.121
O 1.107243 2.786987 2.129940 0.0 0.0 0.0 -0.123
N -0.886845 -1.427442 -3.518534 -0.2 0.7 0.2 0.124
C -0.028968 -0.347128 -1.525468 1.0 -0.5 0.1 -0.004
C 1.257954 1.672023 2.679269 -0.1 -0.1 0.1 -0.822
C -0.027909 0.978457 3.221364 0.0 0.7 -0.8 -0.069
C -0.374509 -1.620115 -2.251192 -0.3 -0.2 0.0 -0.600
H -0.894283 1.573806 2.940986 -0.1 0.2 0.1 0.038
H 0.042581 0.932324 4.308988 -0.1 -0.6 -0.1 0.051
H -1.265269 -0.503078 -3.687464 0.0 -0.4 -0.2 0.088
H -1.351331 -2.197807 -3.969097 0.1 -0.1 0.1 0.093
H 0.215331 -0.548177 -0.488988 -0.2 -0.1 0.1 0.086
H -0.133300 0.031770 2.681320 0.1 -0.2 0.7 0.047
H -0.751843 0.454796 -1.580808 -0.1 0.1 -0.2 0.077
H 0.930818 -0.070044 -1.976323 -0.2 0.5 0.0 0.096
```
Forces are in eV/Å.

Summary:
Net charge ... -1
Energy above the lowest of the compared OMol25 structures with the same formula, charge and spin ... 1.081 eV
Multiplicity ... 1
Lowest unoccupied orbital energy ... 0.1063 Eh
Orbital gap ... 6.688 eV